Formula: C41H45CoN4O2PS
Source: OMol25
Level of theory: ωB97M-V with the def2-TZVPD basis set

- orbital gap (spin up / spin down) (eV) = 4.8 / 5.1
- lowest unoccupied orbital energy (spin up / spin down) (eV) = 4.64 / 4.63
- energy relative to the best compared isomer or geometry (same formula, charge and spin) (kcal/mol) = 1.8
- HOMO (spin up / spin down) (eV) = -0.1 / -0.4

```
! RIJCOSX wB97M-V def2-TZVPD def2/J DEFGRID3
* xyz -2 2
Co 0.424 0.110 -0.152
C -0.225 1.442 3.877
C 0.114 1.248 2.428
N -0.029 0.083 1.794
N -0.705 -0.941 2.506
C -1.842 -1.587 1.831
N -2.274 -2.651 2.728
S -1.432 -2.349 0.171
C 0.602 2.313 1.644
C 0.971 3.589 2.158
C 1.445 4.557 1.321
C 1.556 4.291 -0.062
C 1.164 3.040 -0.503
N 0.709 2.078 0.283
H -0.915 0.661 4.189
H -0.682 2.420 4.040
H 0.668 1.376 4.508
H -0.037 -1.662 2.750
H -1.915 -3.531 2.379
H -3.289 -2.703 2.669
H 0.886 3.776 3.221
H 1.730 5.524 1.720
H 1.921 5.028 -0.765
H 1.197 2.800 -1.559
O 1.084 -0.596 -2.825
C 0.362 0.057 -2.085
C -0.774 0.784 -2.831
C -0.680 1.039 -4.199
C -1.714 1.677 -4.859
C -2.865 2.052 -4.164
C -2.966 1.795 -2.808
C -1.916 1.162 -2.140
P -1.831 0.855 -0.353
C -2.300 2.557 0.245
C -1.811 3.702 -0.380
C -2.173 4.972 0.044
C -3.047 5.128 1.109
C -3.576 3.997 1.717
C -3.218 2.728 1.281
C -3.214 -0.073 0.225
C -3.010 -0.507 1.664
C -4.353 -0.900 2.229
C -5.392 -1.288 1.434
C -5.362 -1.194 0.023
C -4.277 -0.504 -0.528
H 0.217 0.719 -4.717
H -1.634 1.889 -5.920
H -3.675 2.549 -4.684
H -3.849 2.095 -2.255
H -1.150 3.612 -1.227
H -1.761 5.837 -0.463
H -3.327 6.118 1.451
H -4.284 4.096 2.532
H -3.692 1.863 1.728
H -2.607 0.321 2.266
H -4.470 -0.908 3.309
H -6.305 -1.632 1.920
H -6.202 -1.506 -0.585
H -4.279 -0.281 -1.593
C 4.643 0.590 0.244
C 3.512 0.250 -0.753
C 3.482 1.406 -1.774
C 3.915 -1.029 -1.508
O 2.373 0.074 0.018
H 5.605 0.736 -0.262
H 4.748 -0.219 0.971
H 4.378 1.501 0.785
H 4.420 1.411 -2.342
H 3.397 2.367 -1.268
H 2.664 1.290 -2.484
H 4.791 -0.857 -2.146
H 3.085 -1.370 -2.126
H 4.170 -1.815 -0.799
C 2.317 -2.283 1.551
C 1.322 -2.947 0.589
C 0.634 -4.052 1.435
C 0.298 -1.941 -0.128
C 2.061 -3.785 -0.467
C 1.370 -4.326 -1.554
C 1.989 -5.172 -2.463
C 3.324 -5.518 -2.307
C 4.022 -5.009 -1.223
C 3.395 -4.162 -0.318
H 1.804 -1.596 2.221
H 3.036 -1.667 1.026
H 2.820 -3.040 2.165
H 0.161 -3.637 2.326
H 1.403 -4.754 1.770
H -0.118 -4.599 0.869
H 0.391 -2.138 -1.190
H 0.325 -4.079 -1.693
H 1.421 -5.559 -3.301
H 3.813 -6.170 -3.022
H 5.068 -5.260 -1.082
H 3.969 -3.769 0.510
*
```